No. 1
DFT (ωB97M-V with the def2-TZVPD basis set) results for a structure of composition C23H52NbO7S.

Output
Max |F|   3.34 eV Å⁻¹
Charge   -1
Frontier orbital gap   6.286 eV
Molecular weight   565.6 g/mol
DFT total energy   -51410.059 eV
E_HOMO   -4.39 eV

Structure (XYZ):
```
84
C23H52NbO7S (ωB97M-V with the def2-TZVPD basis set)
C 0.349 0.633 5.853
C 0.267 0.804 4.335
C -0.780 1.817 3.943
O -2.054 1.210 4.020
Nb -3.687 2.393 4.375
S -2.903 3.292 6.605
C -4.780 0.692 5.452
C -4.322 -0.684 4.922
H 1.269 1.029 6.249
H 0.349 -0.422 6.085
H -0.506 1.071 6.345
H -0.070 -0.130 3.915
H 1.238 1.053 3.931
H -0.593 2.179 2.939
H -0.693 2.677 4.611
H -3.064 3.847 3.440
H -5.170 3.445 4.595
H -4.533 1.860 2.843
H -2.502 4.517 6.266
H -5.856 0.772 5.407
H -4.464 0.755 6.488
H -3.997 -0.644 3.896
H -3.499 -1.038 5.520
H -5.128 -1.397 5.018
C 3.127 -1.283 1.893
C 3.203 0.068 1.235
O 2.706 1.057 1.723
C 3.926 0.118 -0.091
H 2.593 -1.206 2.838
H 2.593 -1.975 1.240
H 4.134 -1.663 2.079
H 3.438 -0.555 -0.805
H 4.967 -0.192 0.032
H 3.901 1.137 -0.474
C 0.561 -0.523 -2.669
C 1.601 -1.531 -3.078
O 2.620 -1.686 -2.438
C 1.320 -2.346 -4.316
H 0.891 -0.017 -1.763
H 0.414 0.212 -3.459
H -0.389 -1.019 -2.476
H 1.205 -1.687 -5.177
H 0.400 -2.915 -4.184
H 2.145 -3.034 -4.495
C 2.677 -6.446 0.929
C 2.704 -5.065 0.316
O 2.204 -4.114 0.871
C 3.381 -4.906 -1.022
H 2.161 -6.410 1.885
H 2.154 -7.138 0.266
H 3.695 -6.806 1.084
H 2.897 -5.531 -1.774
H 4.430 -5.189 -0.956
H 3.310 -3.867 -1.331
C 5.733 -2.326 -2.837
C 5.735 -3.553 -3.716
O 5.090 -4.538 -3.440
C 6.584 -3.494 -4.965
H 5.088 -2.486 -1.979
H 6.748 -2.115 -2.492
H 5.361 -1.466 -3.395
H 7.629 -3.327 -4.699
H 6.248 -2.678 -5.607
H 6.499 -4.433 -5.507
C -3.829 2.016 -4.623
C -2.703 1.435 -3.807
O -2.349 0.284 -3.952
C -2.035 2.340 -2.801
H -4.211 1.255 -5.301
H -4.629 2.352 -3.965
H -3.473 2.871 -5.198
H -2.755 2.688 -2.066
H -1.601 3.205 -3.302
H -1.248 1.784 -2.296
C -5.689 6.409 -2.497
C -4.809 5.237 -2.129
O -4.079 4.719 -2.945
C -4.886 4.751 -0.705
H -5.541 6.661 -3.545
H -6.736 6.154 -2.334
H -5.436 7.273 -1.881
H -5.902 4.433 -0.471
H -4.603 5.549 -0.018
H -4.213 3.912 -0.560
```



No. 2
DFT (ωB97M-V with the def2-TZVPD basis set) results for a structure of composition C23H52O3OsP4Se.

Output
Max |F|   4.01 eV Å⁻¹
Charge   +4
Frontier orbital gap (spin up / spin down)   7.664 / 4.036 eV
Spin multiplicity   5
Molecular weight   769.8 g/mol
DFT total energy   -135765.105 eV
Relative energy (zero: lowest compared OMol25 entry of this formula, charge and spin)   34.1 kcal per mole
E_HOMO (spin up / spin down)   -19.24 / -19.60 eV

Structure (XYZ):
```
84
C23H52O3OsP4Se (ωB97M-V with the def2-TZVPD basis set)
Os 0.514 -0.836 0.366
P -0.868 -2.615 0.645
P 2.196 -1.149 1.948
P 1.824 -1.919 -1.271
H -2.394 3.559 -6.260
C -2.460 2.616 -6.817
C -3.295 1.634 -6.447
H -4.117 1.812 -5.746
C -2.439 -2.228 1.487
C -0.137 -3.943 1.676
C -1.465 -3.459 -0.860
C 3.432 0.206 1.961
C 1.583 -1.117 3.674
C 3.257 -2.638 1.964
C 1.125 -1.821 -2.969
C 2.160 -3.721 -1.104
C 3.518 -1.239 -1.487
H -1.848 2.583 -7.732
H -3.214 0.634 -6.882
H -2.862 -1.329 1.023
H -2.254 -2.049 2.553
H -3.161 -3.047 1.373
H 0.206 -3.536 2.636
H 0.708 -4.404 1.151
H -0.895 -4.714 1.870
H -1.908 -2.716 -1.534
H -2.244 -4.177 -0.574
H -0.665 -3.989 -1.385
H 4.228 0.004 2.690
H 2.918 1.133 2.237
H 3.886 0.323 0.973
H 2.309 -1.606 4.337
H 0.624 -1.640 3.760
H 1.452 -0.078 3.999
H 3.878 -2.630 2.871
H 3.928 -2.660 1.098
H 2.649 -3.548 1.984
H 1.693 -2.467 -3.656
H 1.170 -0.788 -3.340
H 0.080 -2.156 -2.963
H 2.768 -4.055 -1.958
H 1.229 -4.298 -1.101
H 2.723 -3.930 -0.188
H 4.069 -1.837 -2.229
H 4.084 -1.253 -0.547
H 3.451 -0.206 -1.852
C 0.777 1.663 -2.550
C -0.521 1.364 -2.997
C -0.869 1.704 -4.304
C 0.032 2.350 -5.148
C 1.329 2.648 -4.697
C 1.705 2.278 -3.406
Se 1.388 1.504 -0.731
H 0.232 0.162 -0.992
H -1.244 0.906 -2.327
H -1.871 1.498 -4.674
H -0.286 2.643 -6.151
H 2.037 3.180 -5.333
H 2.695 2.498 -3.004
C -2.841 -0.096 4.794
C -2.622 0.505 3.430
O -1.186 0.284 3.101
P -0.461 0.835 1.752
O 0.656 1.865 2.352
C 0.514 3.065 3.248
C -0.081 2.744 4.592
O -1.621 1.720 1.068
C -1.416 2.953 0.296
C -2.774 3.516 -0.027
H -2.855 -1.192 4.738
H -3.817 0.232 5.161
H -2.075 0.203 5.521
H -3.237 -0.011 2.682
H -2.840 1.583 3.420
H -0.055 3.846 2.727
H 1.541 3.434 3.318
H 0.221 1.756 4.948
H 0.270 3.485 5.318
H -1.174 2.822 4.578
H -0.800 3.662 0.870
H -0.854 2.683 -0.613
H -3.319 3.777 0.888
H -2.640 4.425 -0.623
H -3.372 2.798 -0.599
```



No. 3
DFT (ωB97M-V with the def2-TZVPD basis set) results for a cluster of 10 separate species, C23H53BCl18N2O2P in total.

Output
Max |F|   3.12 eV Å⁻¹
Charge   -1
Frontier orbital gap   4.926 eV
Molecular weight   1069.6 g/mol
DFT total energy   -267154.755 eV
E_HOMO   -3.45 eV

Structure (XYZ):
```
100
C23H53BCl18N2O2P (ωB97M-V with the def2-TZVPD basis set)
C 1.364 2.735 -1.105
C 0.864 1.921 -2.441
O -0.408 1.195 -2.137
C 0.702 2.897 -3.787
O 1.629 4.021 -3.580
B 2.812 3.940 -4.470
C 3.764 2.618 -4.230
C 4.874 2.346 -5.413
N 5.902 3.440 -5.586
P 3.773 5.621 -4.210
N 3.813 6.492 -5.578
H 0.561 3.567 -0.834
H 1.452 2.031 -0.148
H 2.417 3.253 -1.213
H 1.667 1.057 -2.618
H -0.218 0.367 -1.598
H -0.435 3.217 -3.836
H 0.962 2.341 -4.789
H 2.397 3.967 -5.580
H 4.284 2.763 -3.165
H 3.149 1.600 -4.123
H 4.396 2.055 -6.461
H 5.481 1.373 -5.079
H 6.072 3.693 -6.584
H 6.780 3.271 -5.051
H 5.147 5.319 -3.860
H 3.202 6.340 -3.085
H 4.828 6.586 -5.832
Cl -1.608 -4.848 0.105
C -2.005 -3.534 -1.030
C -0.843 -2.573 -1.225
Cl -0.516 -1.609 0.238
H -2.896 -3.020 -0.657
H -2.260 -4.006 -1.984
H -1.077 -1.864 -2.024
H 0.076 -3.101 -1.496
Cl -0.835 0.203 3.511
C -0.658 1.544 2.353
C 0.424 2.526 2.773
Cl -0.035 3.451 4.226
H -1.630 2.035 2.250
H -0.399 1.097 1.388
H 0.594 3.256 1.976
H 1.372 2.020 2.978
Cl -2.939 4.246 -0.037
C -3.846 5.256 1.116
C -3.488 4.941 2.560
Cl -4.068 3.332 3.060
H -4.914 5.116 0.925
H -3.594 6.297 0.890
H -3.960 5.668 3.228
H -2.407 4.979 2.726
Cl -3.216 -0.833 -4.356
C -4.122 0.177 -3.203
C -3.765 -0.138 -1.759
Cl -4.345 -1.747 -1.259
H -5.191 0.037 -3.394
H -3.871 1.218 -3.429
H -4.237 0.589 -1.092
H -2.684 -0.100 -1.594
Cl -4.044 -2.841 3.055
C -3.312 -3.785 4.376
C -3.131 -5.248 4.004
Cl -4.687 -6.102 3.860
H -3.939 -3.669 5.265
H -2.338 -3.332 4.586
H -2.559 -5.761 4.783
H -2.593 -5.360 3.058
Cl -3.937 -3.707 7.385
C -2.801 -4.714 8.317
C -3.138 -6.194 8.225
Cl -4.652 -6.593 9.076
H -2.807 -4.363 9.353
H -1.805 -4.534 7.903
H -2.347 -6.786 8.695
H -3.236 -6.522 7.186
Cl 2.751 -0.886 -6.249
C 2.370 -0.145 -7.823
C 3.312 -0.612 -8.921
Cl 4.966 0.011 -8.696
H 2.398 0.942 -7.703
H 1.343 -0.433 -8.068
H 2.965 -0.243 -9.891
H 3.364 -1.703 -8.971
Cl 7.575 1.397 -3.988
C 8.047 -0.317 -4.099
C 9.529 -0.487 -4.391
Cl 9.955 0.043 -6.038
H 7.428 -0.791 -4.867
H 7.803 -0.775 -3.136
H 9.804 -1.543 -4.318
H 10.147 0.075 -3.684
Cl -6.522 -4.960 14.584
C -6.904 -4.219 13.009
C -5.961 -4.686 11.912
Cl -4.307 -4.063 12.136
H -6.876 -3.132 13.130
H -7.931 -4.508 12.765
H -6.308 -4.317 10.942
H -5.909 -5.778 11.862
```



No. 4
DFT (ωB97M-V with the def2-TZVPD basis set) results for a structure of composition C23H53GaNO11.

Output
Max |F|   7.71 eV Å⁻¹
Charge   -1
Frontier orbital gap   7.182 eV
Molecular weight   589.4 g/mol
DFT total energy   -101091.313 eV
E_HOMO   -5.40 eV

Structure (XYZ):
```
89
C23H53GaNO11 (ωB97M-V with the def2-TZVPD basis set)
C 0.715 5.630 1.210
C 1.865 5.855 0.586
Ga 3.794 6.140 -0.185
N 5.032 5.908 1.346
C 4.523 4.966 2.102
O 3.856 4.096 2.724
H -0.060 5.035 1.828
H 4.002 7.635 -0.762
H 4.192 5.000 -1.242
C 1.754 -0.929 1.582
O 2.054 -0.924 2.972
C 3.216 -1.693 3.276
C 4.437 -0.798 3.485
O 4.812 -0.143 2.276
C 4.367 1.211 2.230
H 1.022 -0.142 1.388
H 2.639 -0.739 0.971
H 1.314 -1.892 1.302
H 3.408 -2.440 2.498
H 3.010 -2.228 4.209
H 5.283 -1.425 3.784
H 4.259 -0.070 4.285
H 4.997 1.828 2.876
H 3.323 1.309 2.536
H 4.462 1.566 1.203
C 7.509 8.452 5.350
O 8.265 9.187 4.396
C 9.633 8.787 4.366
C 9.916 7.861 3.185
O 9.237 6.616 3.326
C 8.052 6.550 2.537
H 6.449 8.625 5.153
H 7.702 7.379 5.288
H 7.740 8.809 6.359
H 9.924 8.315 5.311
H 10.229 9.698 4.249
H 10.988 7.639 3.163
H 9.655 8.343 2.236
H 8.318 6.399 1.486
H 7.445 7.453 2.633
H 7.462 5.698 2.876
C -0.403 -0.758 -4.626
O 0.776 -1.487 -4.312
C 1.674 -0.737 -3.494
C 1.582 -1.163 -2.030
O 0.309 -0.832 -1.473
C -0.560 -1.954 -1.407
H -1.139 -1.456 -5.031
H -0.832 -0.274 -3.745
H -0.180 -0.004 -5.387
H 1.495 0.339 -3.600
H 2.686 -0.945 -3.856
H 2.334 -0.613 -1.457
H 1.791 -2.233 -1.918
H -0.255 -2.607 -0.582
H -0.565 -2.524 -2.340
H -1.572 -1.593 -1.216
C -6.548 -5.005 0.138
O -5.442 -5.830 0.481
C -4.531 -5.991 -0.604
C -3.309 -5.088 -0.444
O -3.665 -3.710 -0.544
C -3.759 -3.082 0.728
H -7.064 -4.724 1.059
H -6.236 -4.093 -0.377
H -7.244 -5.564 -0.496
H -5.028 -5.809 -1.564
H -4.199 -7.034 -0.592
H -2.610 -5.297 -1.259
H -2.792 -5.290 0.501
H -2.754 -2.898 1.123
H -4.326 -3.685 1.442
H -4.268 -2.125 0.600
C -11.240 -3.846 -4.788
O -10.107 -4.464 -5.387
C -8.880 -3.884 -4.947
C -8.205 -4.749 -3.884
O -8.974 -4.789 -2.682
C -9.729 -5.988 -2.562
H -12.110 -4.481 -4.969
H -11.117 -3.722 -3.710
H -11.417 -2.871 -5.252
H -9.038 -2.864 -4.578
H -8.222 -3.826 -5.820
H -7.239 -4.302 -3.629
H -8.018 -5.761 -4.261
H -9.065 -6.814 -2.285
H -10.252 -6.236 -3.488
H -10.468 -5.848 -1.771
```



No. 5
DFT (ωB97M-V with the def2-TZVPD basis set) results for a cluster of 11 separate species, C23H53N6O21 in total.

Output
Max |F|   6.46 eV Å⁻¹
Charge   +1
Frontier orbital gap   2.011 eV
Molecular weight   749.7 g/mol
DFT total energy   -76632.249 eV
Relative energy (zero: lowest compared OMol25 entry of this formula, charge and spin)   229.6 kcal per mole
E_HOMO   -7.15 eV

Structure (XYZ):
```
103
C23H53N6O21 (ωB97M-V with the def2-TZVPD basis set)
C -3.066 -6.949 -0.641
C -2.998 -5.608 -1.403
O -1.910 -5.192 -1.852
N -4.157 -4.626 -1.258
H -4.938 -4.959 -1.805
H -4.535 -4.627 -0.321
C -3.774 -3.251 -1.772
H -2.037 -7.303 -0.573
H -3.548 -7.753 -1.198
H -3.327 -6.856 0.413
H -3.542 -3.257 -2.837
H -3.033 -2.866 -1.071
H -4.550 -2.488 -1.714
C -3.257 0.683 4.283
C -2.288 1.704 4.999
O -1.308 2.144 4.423
N -2.584 1.802 6.506
H -2.046 2.641 6.669
H -3.541 1.913 6.810
C -2.046 0.545 7.288
H -2.935 0.549 3.250
H -4.279 1.063 4.289
H -3.201 -0.243 4.856
H -1.877 0.790 8.337
H -1.068 0.296 6.877
H -2.651 -0.350 7.144
C -0.835 0.097 0.670
C -0.843 -0.058 -0.798
O -0.964 -1.119 -1.417
N -0.671 1.138 -1.687
H -1.385 1.292 -2.385
H -0.851 1.925 -1.079
C 0.805 1.461 -2.214
H -0.476 -0.871 1.020
H -1.727 0.526 1.127
H 0.104 0.540 1.001
H 1.517 1.018 -1.517
H 0.853 2.520 -2.464
H 0.872 0.883 -3.136
C 0.512 -2.342 5.014
C 1.026 -1.185 4.203
O 0.465 -0.722 3.236
N 2.436 -0.791 4.611
H 2.642 -0.175 3.837
H 2.497 -0.308 5.496
C 3.481 -1.884 4.393
H -0.467 -2.497 4.561
H 0.377 -2.187 6.084
H 1.135 -3.231 4.910
H 4.437 -1.420 4.150
H 3.195 -2.463 3.515
H 3.510 -2.413 5.346
C -0.522 -2.575 -4.098
C -0.277 -1.983 -5.451
O -0.584 -2.577 -6.543
N 0.641 -0.771 -5.280
H 0.232 0.131 -5.084
H 1.226 -0.870 -4.462
C 1.532 -0.722 -6.513
H 0.428 -2.591 -3.564
H -1.107 -3.495 -4.108
H -1.262 -1.884 -3.693
H 1.901 -1.679 -6.884
H 2.414 -0.170 -6.189
H 1.040 -0.214 -7.343
C 1.576 3.115 3.618
C 1.920 4.548 3.247
O 1.996 5.484 4.064
N 2.092 4.811 1.749
H 1.236 5.031 1.261
H 2.513 5.729 1.720
C 2.806 3.737 0.843
H 2.362 2.483 4.030
H 0.951 2.602 2.887
H 0.830 3.199 4.409
H 2.011 2.992 0.891
H 3.697 3.283 1.275
H 2.910 4.228 -0.125
O 3.429 -2.381 -4.580
C 3.184 -2.142 -3.324
O 2.277 -1.349 -3.064
O 3.829 -2.721 -2.434
H 4.118 -3.023 -4.394
O -1.534 3.233 -5.209
C -1.905 2.221 -4.394
O -2.635 2.359 -3.392
O -1.354 1.112 -4.546
H -0.858 2.770 -5.710
O 1.163 2.399 -7.016
C 1.574 2.801 -5.805
O 2.159 2.033 -5.018
O 1.366 3.998 -5.548
H 0.845 3.304 -7.001
O 2.393 -0.897 0.199
C 3.165 -0.053 0.762
O 3.908 0.685 0.113
O 3.065 0.127 1.986
H 2.650 -0.963 -0.724
O -2.016 3.175 0.225
C -1.038 4.035 0.299
O -0.789 4.564 1.385
O -0.238 4.057 -0.699
H -2.473 3.277 1.063
```